1.
This record from the OMol25 dataset describes a structure of composition C35H33BrIrN7O3S in a non-equilibrium geometry. The level of theory is ωB97M-V with the def2-TZVPD basis set.

Last column: Mulliken charge in e.
Geometry (Å):
S (2.515063, -1.274504, 2.003413)  -0.43
H (-2.292015, -2.017257, 0.580632)  0.27
H (4.949776, 4.588896, -0.666070)  0.39
C (-3.786602, 0.384931, -1.928521)  -0.24
C (-4.149675, -0.212086, -3.132140)  -0.82
C (-0.615628, 2.036239, 4.449160)  0.76
O (-1.996333, -2.329159, -0.279257)  -0.75
C (-2.244813, -6.456164, -4.687256)  -0.70
H (-2.771900, 2.319058, 0.022306)  0.39
C (0.940259, 0.631877, -4.121272)  -0.43
Ir (1.873699, 0.639511, 0.752875)  2.22
H (6.480086, 2.917783, -0.186749)  0.35
H (6.603190, 1.457394, 0.881736)  0.37
C (4.150686, -1.214563, 1.569854)  0.40
C (3.025926, 5.353810, -0.564164)  -0.44
C (4.554908, 2.073252, 0.443240)  0.43
N (4.978539, -2.252458, 1.731388)  -0.30
H (-2.825990, 1.598847, 1.663856)  -0.28
H (-2.877208, -7.340106, -0.879725)  0.41
H (-2.187837, -6.211228, -5.739589)  0.45
H (-4.052975, -2.009213, -4.259107)  0.72
H (-2.878662, -4.388293, -0.681487)  0.22
H (2.178711, 0.560516, 4.674362)  0.32
C (-0.101144, 0.669367, -3.217505)  -0.52
H (2.705655, 1.908718, 3.699150)  0.10
H (6.157828, 3.103346, 1.460862)  0.38
C (-2.668710, -5.776264, -2.324879)  0.58
C (3.583632, 3.095343, 0.089272)  0.93
C (-3.801304, -1.519138, -3.366645)  -0.67
H (3.456266, 6.266373, -0.910879)  0.49
C (1.992341, 1.601719, 4.484667)  -0.97
H (-3.852860, 2.900009, 6.415886)  0.35
C (-0.547023, 2.808063, 5.590053)  -0.63
N (1.413282, 0.674778, -1.375818)  -0.14
H (3.047516, 0.755588, -4.341229)  0.50
H (0.364223, 3.272878, 5.926902)  0.33
H (4.776170, -3.027014, 2.351929)  0.28
C (0.156282, 0.633897, -1.854294)  -0.07
H (0.389506, 3.553385, 0.512337)  0.61
C (-2.677210, -1.607990, -1.245373)  1.42
C (-3.110534, -2.254578, -2.419444)  0.23
C (1.711832, 5.151148, -0.224385)  -1.00
C (6.030497, 2.381319, 0.638520)  -1.33
C (1.366129, 3.874211, 0.205985)  -0.24
C (-1.857994, 1.496395, 4.075942)  -0.60
H (-3.968675, 1.435912, 4.431929)  0.39
C (-2.549360, -5.455267, -3.730982)  0.83
C (-1.697543, 3.187954, 6.275189)  -0.98
O (0.551007, 1.349161, 2.541494)  -0.73
C (-3.009997, -0.291491, -0.988658)  -0.15
H (-2.516948, -9.138120, -2.683074)  0.44
H (-1.718648, 3.823846, 7.106902)  0.49
H (-1.162695, 0.588827, -3.608041)  0.26
H (3.417640, 0.826101, -1.861491)  0.29
C (-2.693215, -7.135197, -1.936719)  -0.88
C (3.955529, 4.325970, -0.442939)  -1.00
N (-2.749857, -4.172449, -3.916688)  -0.62
H (-4.192523, 1.351125, -1.732177)  0.65
C (-2.172318, -7.731844, -4.291515)  -0.41
H (2.049383, 2.103930, 5.443351)  0.44
C (-2.902173, -3.637384, -2.685474)  0.07
N (4.022972, 0.880672, 0.646317)  0.26
H (-1.947349, 0.819054, 3.255803)  0.85
N (-2.860103, -4.569358, -1.701788)  0.14
C (-3.101395, 1.455752, 0.610768)  -0.63
N (4.849759, -0.060691, 1.102079)  -0.89
C (0.595725, 1.612148, 3.773850)  0.39
C (2.231291, 0.699505, -3.662518)  -0.95
H (0.724406, 0.581392, -5.183959)  0.45
C (-2.909219, 2.639770, 5.880567)  -0.35
C (2.411731, 0.717421, -2.291649)  0.02
H (-1.972341, -8.530421, -4.984826)  0.44
Br (-5.234935, 0.737443, -4.289292)  -0.10
H (5.975594, -2.105380, 1.461357)  0.29
H (-4.192103, 1.445432, 0.666823)  0.46
C (-2.458951, -8.079844, -2.890942)  -0.37
C (-2.993143, 1.811084, 4.785491)  -0.46
O (-2.557267, 0.225277, 0.194764)  -0.13
H (1.052497, 5.995552, -0.294950)  0.46
N (2.266901, 2.888481, 0.334247)  -0.01
H (-0.649264, 0.587000, -1.151793)  0.69

Forces on atoms 1 to 3 (eV/Å):
S 0.035 0.038 0.088
H 0.169 0.320 0.330
H 1.174 -0.133 -0.253

Values from the calculation:
multiplicity = 6
expectation value of S² = 8.8143
net charge = +3
LUMO energy (spin up / spin down) = -8.15 / -10.40 eV
ΔE to the lowest compared entry with this formula, charge and spin = 0.00 kJ/mol
HOMO level (spin up / spin down) = -0.5499 / -0.5593 Eh
E_tot = -5038.06648 hartree
orbital gap (spin up / spin down) = 0.251 / 0.177 hartree


2.
This record from the OMol25 dataset describes a structure of composition C35H33CdN12O5S2 in a non-equilibrium geometry. The level of theory is ωB97M-V with the def2-TZVPD basis set.

Last column: Mulliken charge in e.
Geometry (Å):
C (2.910257, 1.395801, -3.223145)  -1.15
N (1.259957, 2.102001, 1.489955)  1.08
C (-2.869843, -0.951999, 3.508055)  0.71
C (-3.805143, -0.633299, 4.476255)  -0.56
H (-4.677543, -6.002099, 0.824455)  0.38
C (-2.310443, -1.486899, 6.150155)  -0.47
H (-2.844143, 4.985401, 0.184255)  0.49
H (-0.706143, -2.000999, -3.722845)  0.03
C (-2.903643, 3.980301, -1.738145)  -0.34
H (-2.800243, -3.115599, -3.235845)  0.42
H (5.024157, 3.395001, -4.842845)  0.44
C (-1.664843, -1.536899, 3.844155)  -0.15
C (-2.732443, -3.251299, 1.071455)  -0.20
C (-5.013243, -2.746499, 1.656155)  -0.58
H (2.832557, 1.965601, -4.137245)  0.43
H (7.660757, 3.368001, -0.751845)  0.36
C (2.139657, 1.808101, 2.459955)  -0.03
H (-0.812343, 4.840301, 1.641855)  0.43
H (-2.835343, 2.701101, -3.451645)  0.44
O (-0.520643, -0.228699, -1.892045)  0.27
C (7.085957, 3.329701, -1.666445)  -0.38
S (5.406557, 0.601301, -4.111045)  -0.11
C (-3.699343, -2.349699, 1.480755)  1.03
H (-2.091343, -1.695299, 7.188055)  0.38
C (5.619057, 3.352101, -3.943445)  -0.22
N (1.971657, 0.777401, -1.119845)  0.43
H (-5.753943, -2.027399, 1.972955)  0.40
H (-2.340543, -5.277099, 0.509155)  0.51
C (-5.361543, -4.066099, 1.424155)  -0.59
N (0.710157, -2.080999, 1.523455)  -0.23
C (6.004057, 2.134101, -3.405445)  0.39
C (1.900357, -0.620299, 2.503655)  0.04
N (1.429957, -2.670399, 2.409955)  -0.84
H (-0.961343, -1.787099, 3.066055)  0.14
C (4.079557, -0.119199, -1.790845)  -0.92
C (-1.792643, 3.102501, 0.194655)  0.79
C (-1.558743, 3.089801, 1.666355)  -0.13
C (-1.737843, 1.857001, -1.787645)  0.91
N (0.973757, -0.765499, 1.539055)  0.39
C (-3.519443, -0.904899, 5.803955)  -0.55
H (0.883957, -3.834799, -3.181445)  0.47
H (-1.574643, -4.329299, -3.618545)  0.46
C (0.575557, -3.118799, -2.420545)  -1.40
C (3.019757, 0.000301, -0.904545)  -0.34
N (2.087357, 3.902301, 2.301455)  -0.81
H (-0.436743, -2.254399, 5.433755)  0.50
N (6.713957, 4.500401, -2.158745)  -0.60
N (2.509157, 0.549701, 2.868755)  0.00
C (-2.519543, 4.128801, -0.382345)  -1.01
H (-0.860743, -1.829799, -0.701745)  -0.68
C (1.922357, 1.459601, -2.254045)  -0.46
H (3.076057, 0.523601, 3.702055)  0.29
H (1.329657, -2.335799, -2.360845)  0.17
H (1.050757, 2.083401, -2.396845)  0.63
H (-1.710543, -2.921899, 0.948555)  0.37
C (-1.179843, -1.483899, -1.686845)  0.13
H (-4.742743, -0.177199, 4.193555)  0.43
H (7.069857, 1.179801, -1.802745)  0.36
H (5.702557, 5.474401, -3.636945)  0.36
N (-1.398043, 2.011801, -0.452945)  0.53
H (-2.059543, -4.057999, -1.934545)  0.19
C (-0.786343, -2.513699, -2.757045)  1.28
C (4.016457, 0.599801, -2.972145)  0.07
C (-1.874843, -3.575799, -2.891845)  -1.64
N (2.662857, 2.917401, 2.977155)  -0.52
O (-1.723643, 2.089001, 2.328855)  -0.38
C (-1.381343, -1.802699, 5.171555)  -0.69
O (-1.278843, 4.257901, 2.259455)  -0.54
H (-6.383843, -4.387599, 1.563355)  0.40
C (5.998957, 4.500801, -3.271345)  -0.40
O (-1.927243, -0.503399, 1.074955)  -1.06
N (1.265057, 3.440701, 1.429355)  -0.49
H (-0.926443, 0.087701, -4.214145)  0.32
H (-4.237243, -0.655699, 6.572955)  0.39
H (-3.513843, 4.743801, -2.202145)  0.41
C (-4.400543, -4.974199, 1.008955)  -0.62
H (0.539757, -3.623599, -1.457445)  0.29
C (6.763957, 2.114901, -2.246245)  -0.22
H (-2.262943, -1.322499, -1.677945)  0.19
C (-2.535543, 2.879301, -2.430545)  -1.67
C (-1.315443, 0.754301, -2.454745)  -1.08
H (3.030057, -0.547399, 0.026055)  0.28
Cd (-0.032943, 0.763301, 0.553555)  3.54
O (-1.672443, 0.530201, -3.791445)  -0.66
C (-3.087943, -4.567399, 0.831955)  -0.88
N (2.197457, -1.798599, 3.052555)  -0.61
H (4.930757, -0.741999, -1.563045)  0.57
S (-3.218143, -0.601999, 1.756355)  -0.30

Forces on atoms 1 to 3 (eV/Å):
C -0.005 -0.094 0.106
N 1.677 0.564 1.588
C -0.082 0.378 -0.096

Values from the calculation:
multiplicity = 1
net charge = -1
LUMO energy = 2.01 eV
ΔE to the lowest compared entry with this formula, charge and spin = 144.35 kJ/mol
HOMO level = -0.1248 Eh
E_tot = -3350.94997 hartree
orbital gap = 0.199 hartree


3.
This record from the OMol25 dataset describes a structure of composition C35H33ClN4PtS2Si2 in a non-equilibrium geometry. The level of theory is ωB97M-V with the def2-TZVPD basis set.

Last column: Mulliken charge in e.
Geometry (Å):
C (0.979040, 1.372058, 5.533726)  -0.25
H (-1.440325, 0.592870, 0.300573)  0.54
C (-0.080792, -2.525937, -6.304183)  -0.67
C (0.576841, 3.861166, -5.139113)  -0.51
H (-1.246881, 2.155495, 2.319969)  -0.22
C (-0.855154, -4.035495, -0.145758)  -0.64
H (3.182034, 0.232611, 7.226670)  0.45
C (-1.640302, -2.979030, -0.603182)  -0.81
C (-2.013531, 2.627189, -0.042492)  -1.05
C (-0.413481, 2.584876, 4.155824)  0.48
C (-0.595537, -1.578365, -5.408558)  -0.22
C (-1.101270, -1.692459, -0.745560)  -0.68
H (2.130956, -2.428066, -0.140553)  0.42
C (1.474296, -3.282100, -4.605540)  -0.77
Si (-0.649800, -0.075459, -2.987018)  1.07
C (-1.933401, -0.760264, 4.770084)  -0.04
H (-0.490706, -2.596873, -7.316259)  0.38
H (1.433586, 3.102761, -1.733651)  0.26
H (1.577437, 2.820570, 7.057657)  0.45
H (2.279708, -3.946601, -4.279600)  0.38
C (0.115386, 1.675691, -0.783551)  0.35
H (-1.849779, -0.931064, -0.978834)  0.48
H (-3.215826, 0.358349, 3.296576)  0.41
C (-2.060497, -1.406054, 2.547033)  -0.29
S (3.442124, -1.723903, 5.702430)  -0.25
C (0.290381, -1.434165, -0.634800)  1.61
H (-2.261705, 4.773743, -0.273462)  0.47
C (-0.192688, 1.401167, -4.055636)  0.17
C (-1.131083, -1.952297, 4.609435)  -0.90
Si (1.317530, 0.199152, -1.044371)  -0.19
H (2.983570, -3.263926, 3.342663)  0.25
H (-2.130375, -0.260021, 5.713025)  0.44
H (1.331254, -4.139609, -6.582976)  0.36
H (1.380823, -2.268825, -2.714748)  -0.02
H (-3.046651, 2.461655, 0.288369)  0.31
H (-0.569089, -2.465437, 5.394837)  0.33
Cl (1.385213, 0.402395, 1.636137)  -0.52
H (0.885513, 4.844508, -5.500493)  0.37
C (0.500524, -3.799188, 0.107405)  -0.71
C (0.492810, 2.969233, -1.191393)  -0.67
H (-2.207052, 2.161278, -4.115053)  0.31
N (1.426532, -0.668113, 4.532130)  0.02
H (2.749079, 0.295116, -0.733356)  -0.11
C (-1.210444, -2.347414, 3.221421)  -0.63
N (2.247360, -2.573897, 3.408498)  -0.27
C (1.007385, 2.606091, 6.164481)  -0.24
C (2.281729, -1.681946, 4.399285)  0.52
C (1.507476, 2.819309, -5.042225)  -0.63
C (0.968725, -2.326085, -3.722713)  0.06
C (-0.768986, 3.619596, -4.838704)  -0.43
H (2.541057, 2.974969, -5.358242)  0.37
C (-1.598329, 3.912198, -0.400312)  -0.36
C (0.942951, -3.389871, -5.893852)  -0.42
C (1.114319, 1.574467, -4.540091)  -0.29
H (1.547835, -2.527058, 2.669676)  -0.11
H (-1.475715, 3.785592, 2.932061)  0.31
H (-0.749012, -3.235184, 2.787834)  0.68
C (-1.129493, 1.548588, -0.133157)  0.48
H (-2.364394, -1.486573, 1.514261)  0.72
H (-2.676397, -3.169086, -0.906991)  0.39
H (-1.271069, -5.038348, -0.025865)  0.39
H (0.029438, 5.065904, -1.247588)  0.40
H (1.838865, 0.761141, -4.486436)  0.39
C (-0.067063, -1.460288, -4.107334)  0.32
C (1.729868, 0.174826, 5.595362)  -0.34
Pt (-0.217338, -0.305297, 3.352262)  1.69
N (0.142587, 1.398076, 4.420256)  -0.31
S (0.010888, 3.757517, 5.370511)  -0.23
H (-2.113581, -0.050593, -2.802500)  -0.30
C (1.048887, -2.541400, -0.190532)  -0.94
H (1.160583, -4.597372, 0.468511)  0.37
H (-1.415709, -0.924604, -5.719076)  0.31
C (-2.507058, -0.433972, 3.493725)  -1.36
C (-0.324495, 4.075446, -0.951529)  -0.75
N (-1.170357, 2.831523, 3.081382)  -0.18
H (-1.518326, 4.397699, -5.004084)  0.39
C (-1.158812, 2.377618, -4.327227)  -0.48
C (2.807931, -0.270197, 6.344561)  -0.30

Forces on atoms 1 to 3 (eV/Å):
C -1.516 3.549 -0.373
H 0.190 0.318 -0.232
C -0.094 0.059 0.284

Values from the calculation:
multiplicity = 3
expectation value of S² = 2.0100
LUMO energy (spin up / spin down) = 0.06 / 0.05 eV
ΔE to the lowest compared entry with this formula, charge and spin = 79.62 kJ/mol
HOMO level (spin up / spin down) = -0.2081 / -0.2273 Eh
E_tot = -3527.26384 hartree
orbital gap (spin up / spin down) = 0.210 / 0.229 hartree